1.
Formula: C19H47FN3O6S7
Source: the Open Molecules 2025 dataset
Level of theory: ωB97M-V/def2-TZVPD

Results
calculated total energy = -4254.56279 Ha
net charge = +1
gap between HOMO and LUMO = 6.31 eV

Structure (XYZ):
```
83
Properties=species:S:1:pos:R:3:forces:R:3
N 5.160 -0.488 0.756 -0.07 -0.01 0.13
C 3.706 -0.467 0.817 0.16 -0.14 0.13
C 3.225 0.773 1.593 -0.13 -0.10 -0.15
C 2.215 0.443 2.690 0.19 -0.05 -0.13
C 0.884 0.007 2.161 -0.01 -0.01 0.23
C 0.568 0.040 0.802 0.24 0.14 -0.37
C -0.654 -0.424 0.439 -0.55 -0.24 -0.51
F -1.047 -0.437 -0.830 0.26 0.00 0.76
C -1.555 -0.916 1.408 -0.04 0.17 -0.42
N -1.273 -0.891 2.675 0.37 -0.07 -0.09
N -0.055 -0.445 3.018 -0.35 -0.01 -0.04
S 0.192 -0.436 4.739 0.04 0.04 0.09
H 5.466 -1.233 0.138 -0.04 0.08 -0.13
H 5.547 -0.661 1.678 0.06 0.00 -0.04
H 3.282 -1.372 1.293 0.00 0.01 -0.05
H 3.343 -0.455 -0.210 -0.08 0.07 0.03
H 4.100 1.234 2.053 -0.10 0.08 0.02
H 2.789 1.492 0.895 0.21 0.13 0.15
H 2.062 1.287 3.369 -0.05 -0.01 -0.04
H 2.602 -0.376 3.306 -0.03 0.08 0.03
H 1.251 0.442 0.047 -0.02 0.02 0.07
H -2.520 -1.304 1.106 -0.04 0.05 0.15
H 0.661 -1.691 4.761 0.03 -0.08 0.08
C 3.563 3.397 -2.546 0.06 -0.05 -0.06
S 2.251 3.086 -1.379 -0.04 -0.02 0.15
O 1.926 1.616 -1.447 -0.04 -0.05 0.06
C 0.972 3.953 -2.262 -0.07 0.05 -0.12
H 4.457 2.892 -2.184 -0.01 0.00 0.02
H 3.274 3.003 -3.520 0.00 0.00 0.00
H 3.720 4.475 -2.588 0.00 0.01 -0.01
H 0.849 3.513 -3.252 0.04 -0.03 0.01
H 1.303 4.994 -2.330 -0.15 -0.10 -0.06
H 0.043 3.862 -1.702 0.04 0.02 0.05
C 3.138 8.012 0.003 0.01 0.05 0.04
S 1.823 7.460 -1.081 0.03 0.06 0.04
O 2.485 6.674 -2.168 0.07 -0.03 -0.01
C 1.435 9.060 -1.783 -0.01 0.05 0.00
H 3.544 7.134 0.500 -0.01 -0.01 -0.01
H 3.911 8.495 -0.594 0.00 -0.01 -0.01
H 2.730 8.701 0.742 0.01 -0.01 0.01
H 2.328 9.469 -2.253 0.01 -0.01 0.00
H 1.072 9.719 -0.995 -0.01 0.00 -0.01
H 0.655 8.912 -2.527 0.00 -0.01 0.00
C 4.518 -1.106 -4.127 0.05 0.03 -0.02
S 3.801 -1.695 -2.594 -0.15 -0.09 -0.05
O 4.930 -2.155 -1.733 0.05 -0.01 0.06
C 3.043 -3.167 -3.275 0.09 0.06 -0.03
H 5.090 -0.209 -3.899 0.01 0.00 0.01
H 5.174 -1.877 -4.531 0.00 0.00 0.01
H 3.718 -0.869 -4.827 0.00 0.00 0.00
H 3.816 -3.787 -3.727 -0.01 -0.02 0.01
H 2.292 -2.891 -4.013 -0.01 -0.02 0.02
H 2.563 -3.711 -2.466 0.00 0.01 0.00
C -5.667 -4.366 0.722 0.00 0.04 -0.03
S -5.274 -5.015 2.352 0.00 -0.01 0.00
O -6.538 -5.035 3.122 -0.03 0.00 0.03
C -4.366 -3.565 2.916 0.12 0.17 0.01
H -6.285 -5.108 0.221 0.00 -0.01 0.01
H -6.221 -3.434 0.829 -0.01 -0.01 0.02
H -4.745 -4.214 0.158 -0.01 -0.01 -0.01
H -5.005 -2.683 2.857 -0.08 -0.06 -0.01
H -3.468 -3.431 2.310 0.01 -0.06 0.00
H -4.079 -3.743 3.950 -0.01 -0.03 0.00
C -1.301 -6.118 -3.393 -0.05 -0.01 0.03
S -0.289 -5.597 -4.781 0.07 -0.08 -0.08
O 0.988 -5.089 -4.207 -0.09 0.05 0.04
C -1.267 -4.154 -5.211 -0.05 0.02 0.00
H -0.823 -6.990 -2.953 0.01 0.00 -0.01
H -1.351 -5.310 -2.663 0.01 0.01 -0.01
H -2.296 -6.385 -3.750 0.00 -0.01 0.01
H -1.321 -3.486 -4.351 0.01 -0.01 0.00
H -2.263 -4.470 -5.521 0.00 0.01 -0.01
H -0.767 -3.658 -6.039 0.01 -0.01 0.00
C -4.938 -0.241 4.983 0.03 -0.03 0.06
S -6.665 -0.309 4.474 0.04 -0.05 -0.02
O -6.860 0.806 3.513 0.06 0.03 -0.03
C -7.337 0.224 6.050 -0.04 0.02 0.03
H -4.330 -0.492 4.115 0.00 0.00 -0.01
H -4.704 0.769 5.322 -0.02 0.01 -0.02
H -4.763 -0.967 5.778 0.01 0.00 -0.01
H -6.922 1.199 6.306 0.00 0.01 -0.02
H -7.101 -0.516 6.814 -0.01 -0.01 0.00
H -8.416 0.298 5.932 0.00 0.00 -0.01
```
Forces are in eV/Å.


2.
Formula: C19H47N13O11P
Source: the Open Molecules 2025 dataset
Level of theory: ωB97M-V/def2-TZVPD

Results
calculated total energy = -2633.12883 Ha
net charge = +1
gap between HOMO and LUMO = 7.97 eV

Structure (XYZ):
```
91
Properties=species:S:1:pos:R:3:forces:R:3
C 2.767 0.879 2.095 -0.07 -0.06 0.01
O 1.544 0.682 1.381 0.07 0.03 0.17
C 0.487 0.380 2.209 0.01 0.07 -0.05
N -0.776 0.498 1.380 -0.04 -0.19 0.14
C -0.565 0.205 -0.104 -0.17 -0.14 -0.40
C 0.100 -1.128 -0.465 -0.03 -0.05 -0.09
C 1.142 -0.992 -1.556 0.12 0.10 -0.21
C 2.056 0.064 -1.619 -0.12 -0.18 -0.05
C 2.958 0.157 -2.673 -0.03 0.00 -0.03
C 2.948 -0.785 -3.695 -0.23 -0.05 0.21
C 2.044 -1.843 -3.630 0.23 0.12 -0.23
C 1.161 -1.955 -2.566 0.08 0.24 -0.03
C -1.411 1.883 1.515 0.01 0.13 -0.24
C -0.498 3.054 1.166 -0.13 0.23 0.14
C -0.907 4.292 1.968 0.24 0.05 -0.11
O -0.537 3.367 -0.222 0.15 0.02 0.07
P -2.036 -0.593 2.044 -0.76 0.03 0.21
O -3.302 -0.363 1.366 0.27 0.00 0.08
O -1.363 -2.008 1.912 -0.13 0.34 0.14
O -2.042 -0.188 3.571 0.47 -0.34 -0.54
H 2.917 0.087 2.836 0.03 0.00 -0.07
H 3.562 0.838 1.355 0.00 0.03 0.04
H 2.761 1.852 2.595 0.02 -0.03 -0.01
H 0.554 -0.643 2.602 0.05 -0.01 -0.07
H 0.390 1.079 3.050 -0.04 -0.01 -0.04
H -1.579 0.236 -0.510 0.06 0.06 -0.02
H -0.009 1.036 -0.530 0.06 0.01 0.26
H -0.673 -1.793 -0.856 0.03 -0.05 0.20
H 0.514 -1.631 0.408 0.12 0.09 0.03
H 2.066 0.835 -0.859 -0.02 -0.07 -0.03
H 3.658 0.987 -2.691 -0.03 -0.09 -0.07
H 3.613 -0.687 -4.543 0.00 -0.05 0.01
H 2.019 -2.557 -4.445 -0.05 -0.01 0.11
H 0.455 -2.779 -2.539 0.02 0.05 0.00
H -1.784 1.974 2.532 0.11 -0.06 0.04
H -2.279 1.873 0.853 -0.02 0.01 0.10
H 0.542 2.818 1.405 -0.06 -0.12 0.02
H -1.130 4.053 3.009 -0.06 -0.01 -0.04
H -1.762 4.776 1.497 -0.09 -0.08 0.14
H -0.079 5.003 1.975 -0.10 0.02 -0.11
H -1.169 2.818 -0.701 -0.02 -0.01 0.08
H -2.025 -2.715 1.980 0.20 -0.13 -0.16
H -1.325 -0.602 4.102 -0.29 0.10 0.66
C 0.103 -1.185 -6.889 0.19 0.33 0.01
O 0.684 -2.218 -7.193 -0.18 -0.38 0.31
N -0.884 -1.137 -5.948 -0.08 -0.01 -0.04
N 0.427 0.001 -7.471 -0.05 0.00 -0.06
H -1.347 -0.288 -5.676 0.13 0.05 0.08
H -1.132 -1.998 -5.500 -0.01 -0.03 -0.04
H 1.169 -0.020 -8.150 0.07 -0.03 0.06
H -0.020 0.868 -7.237 0.00 -0.01 0.04
C -0.778 -0.809 7.083 -0.07 0.01 0.16
O -0.607 -0.897 5.857 0.11 0.05 -0.34
N 0.062 -0.089 7.861 -0.06 -0.03 -0.07
N -1.807 -1.429 7.701 0.04 0.07 -0.07
H -0.047 -0.006 8.855 0.00 -0.02 0.01
H 0.832 0.375 7.418 0.01 0.01 0.00
H -2.435 -1.974 7.141 -0.01 -0.02 0.01
H -1.962 -1.381 8.692 0.01 -0.01 0.01
C -0.961 2.613 -3.429 0.30 0.17 -0.26
O -1.122 1.769 -4.293 -0.20 -0.13 0.00
N 0.278 2.997 -3.011 -0.04 -0.05 -0.03
N -2.014 3.243 -2.808 -0.04 -0.33 0.41
H 0.433 3.685 -2.297 -0.01 -0.01 0.02
H 1.065 2.555 -3.452 -0.01 -0.03 -0.03
H -2.937 3.019 -3.134 0.00 0.07 -0.08
H -1.894 3.998 -2.157 0.00 0.21 -0.25
C 1.024 -4.053 3.959 -0.05 0.02 0.03
O 0.988 -5.026 3.235 -0.01 0.02 -0.05
N 2.196 -3.428 4.304 -0.01 0.12 -0.18
N -0.108 -3.480 4.482 0.07 0.08 -0.12
H 2.238 -2.646 4.928 -0.01 -0.07 0.10
H 3.047 -3.826 3.953 0.01 -0.04 0.04
H -0.974 -3.932 4.262 0.01 -0.11 0.11
H -0.105 -2.652 5.055 -0.06 -0.01 0.11
C 3.959 -2.654 -8.178 0.03 -0.11 0.03
O 3.643 -1.485 -8.332 0.01 0.04 0.04
N 3.253 -3.526 -7.399 0.15 0.20 0.18
N 5.074 -3.180 -8.783 -0.01 0.02 0.04
H 3.533 -4.476 -7.256 0.02 -0.01 -0.07
H 2.414 -3.176 -6.962 -0.17 0.03 -0.30
H 5.611 -2.567 -9.365 -0.01 0.01 -0.02
H 5.357 -4.136 -8.683 -0.03 -0.02 -0.02
C -5.215 2.897 3.842 -0.02 -0.05 0.00
O -5.923 3.787 3.421 0.03 0.02 -0.01
N -4.582 2.972 5.059 0.11 0.05 -0.08
N -4.974 1.746 3.135 0.19 0.09 0.01
H -4.013 2.237 5.433 -0.06 -0.05 0.02
H -4.745 3.795 5.608 -0.04 0.00 0.01
H -5.425 1.644 2.245 -0.03 -0.03 0.01
H -4.382 1.009 3.468 -0.07 -0.07 0.00
```
Forces are in eV/Å.


3.
Formula: C19H48B2NO28
Source: the Open Molecules 2025 dataset
Level of theory: ωB97M-V/def2-TZVPD

Results
calculated total energy = -2964.07619 Ha
net charge = -1
gap between HOMO and LUMO = 8.21 eV

Structure (XYZ):
```
98
Properties=species:S:1:pos:R:3:forces:R:3
C -3.614 -1.243 -2.111 0.66 -0.17 -1.61
C -3.757 -1.932 -0.776 1.66 0.10 1.65
C -2.672 -3.034 -0.497 -0.87 -2.34 -0.81
C -1.223 -2.603 -0.029 -2.15 0.00 0.16
N -0.290 -3.783 0.151 1.46 -0.49 0.27
C 0.997 -3.178 0.615 -1.81 4.27 -6.08
C 1.748 -2.527 -0.736 -0.27 -8.16 3.23
C 1.268 -3.565 -1.778 0.71 2.76 0.48
C 0.157 -4.389 -1.122 -0.54 3.74 -2.90
C -0.784 -4.776 1.195 -1.28 0.24 0.00
C 0.069 -5.981 1.489 1.16 4.04 6.60
C -0.457 -6.827 2.640 0.17 -3.12 -3.56
H -4.190 -0.336 -2.388 0.57 -0.24 1.06
H -3.799 -1.866 -3.024 -0.36 -0.38 1.07
H -2.553 -1.140 -2.223 0.75 1.24 -0.34
H -4.726 -2.384 -0.803 -0.56 -0.28 1.07
H -3.469 -1.352 0.154 -1.76 0.62 -1.21
H -2.544 -3.499 -1.475 0.33 -0.39 -0.17
H -3.215 -3.898 0.095 1.46 1.87 -0.50
H -1.249 -2.193 1.026 0.00 0.22 -1.50
H -0.833 -1.935 -0.862 -0.05 -0.59 1.56
H 1.729 -3.672 0.976 4.11 -4.91 2.56
H 0.756 -2.487 1.289 -0.91 2.97 2.76
H 2.792 -2.672 -0.597 0.81 0.51 0.33
H 1.485 -1.639 -0.960 -1.68 6.29 -1.27
H 2.063 -4.054 -2.244 1.52 -1.84 0.24
H 1.053 -2.971 -2.684 -1.38 -0.15 0.39
H 0.399 -5.348 -1.055 0.81 -4.04 0.65
H -0.436 -4.183 -1.979 -2.48 -0.91 0.18
H -1.627 -5.274 0.875 -2.14 -0.82 -2.33
H -1.420 -4.292 1.977 1.93 0.51 0.28
H 1.031 -5.598 1.870 0.00 0.05 0.22
H 0.405 -6.412 0.688 0.87 -3.21 -4.73
H -0.627 -6.463 3.542 -0.25 3.00 3.87
H 0.101 -7.727 2.896 0.89 0.16 -0.57
H -1.390 -7.306 2.463 -1.26 -0.18 -0.91
O 1.970 3.458 -0.485 0.52 -1.10 -0.18
C 1.496 2.417 -0.085 1.37 5.54 -1.92
O 0.991 2.299 1.078 -1.37 -0.72 2.47
B -0.006 1.270 0.959 -0.02 0.13 0.49
O 0.139 0.785 -0.433 -6.63 -3.59 3.89
C 1.071 1.346 -0.958 3.32 1.15 0.11
O 1.644 0.900 -1.865 2.68 -1.10 -5.02
O -1.398 1.574 1.269 2.55 3.46 -3.58
C -1.840 0.767 2.078 -5.66 -0.53 2.53
O -3.041 0.679 2.313 1.27 -0.98 1.05
C -0.803 -0.098 2.570 0.21 -3.15 0.51
O 0.288 0.216 1.971 1.70 0.73 -1.03
O -0.971 -1.148 3.115 -0.28 -0.62 1.01
O -0.569 5.705 0.399 1.94 -0.09 -0.54
C -0.207 5.371 -0.727 -4.02 2.12 4.83
O 0.539 5.939 -1.567 2.24 1.76 -0.56
B 0.216 5.419 -2.871 -0.39 0.36 -0.93
O -0.674 4.314 -2.614 0.38 0.78 -2.38
C -1.063 4.418 -1.383 -0.07 -5.21 -1.47
O -1.733 3.511 -0.970 -1.22 0.29 1.93
O 1.410 5.024 -3.592 -0.17 -0.67 3.21
C 1.360 5.605 -4.710 6.02 -5.04 -6.35
O 2.088 5.171 -5.651 -1.71 2.24 2.12
C 0.217 6.391 -4.880 -3.17 4.04 -1.52
O -0.458 6.407 -3.787 -0.38 -0.98 2.98
O -0.149 7.021 -5.831 0.50 0.00 -1.27
O 3.078 5.982 0.053 -5.15 2.81 -0.85
H 2.345 5.481 -0.397 2.30 0.30 0.89
H 3.880 5.608 0.192 3.20 -2.79 0.00
O 3.680 -0.872 -2.981 3.34 4.56 7.89
H 3.274 -1.220 -3.657 -4.09 -2.01 -5.54
H 3.240 -0.076 -2.461 0.69 -2.53 -2.44
O 2.707 -0.733 1.776 2.08 0.81 -1.12
H 3.593 -0.244 1.418 -4.12 -1.20 1.40
H 1.778 -0.313 1.829 2.45 0.19 -0.34
O 5.043 3.643 -0.896 0.42 1.75 -0.31
H 4.970 2.815 -0.495 0.10 -1.96 1.30
H 4.421 3.530 -1.618 -0.10 0.33 -0.67
O 0.572 0.452 -4.694 -1.42 -2.76 -2.14
H 0.217 -0.502 -4.704 0.85 2.39 0.09
H 0.843 0.603 -3.818 0.62 0.34 2.11
O 3.712 2.988 -3.141 -4.28 0.13 -0.22
H 2.674 3.165 -3.051 3.21 0.11 0.36
H 3.596 2.522 -3.973 0.89 -0.20 -0.43
O -2.053 3.782 3.528 2.31 2.72 6.36
H -1.972 4.781 3.903 0.08 -3.72 -1.20
H -2.422 3.949 2.745 -2.42 0.77 -5.34
O 0.758 4.781 3.232 1.68 -2.17 3.65
H 1.035 3.913 3.763 -1.02 2.92 -1.93
H 0.468 4.463 2.404 -0.59 -0.54 -1.66
O -4.134 2.176 0.507 0.27 -0.40 0.30
H -3.471 2.059 -0.169 0.15 0.66 -1.10
H -3.610 1.738 1.210 -1.30 0.40 0.14
O 2.271 -2.375 4.139 -1.45 0.58 -2.36
H 2.323 -1.900 3.250 0.94 -0.49 1.50
H 1.290 -2.488 4.120 0.77 -0.06 1.00
O -4.811 -0.498 4.438 1.19 -4.49 -0.35
H -4.021 -0.333 3.937 0.79 -0.09 -0.65
H -5.108 0.327 4.576 -1.98 4.57 0.92
O -0.401 -2.753 5.228 -2.04 0.12 -2.99
H -0.450 -3.655 5.414 1.12 -2.74 2.43
H -1.007 -3.019 4.452 0.83 2.49 0.76
```
Forces are in eV/Å.


no.,E_HOMO (Eh),LUMO level (eV),strongest force on any atom (eV/A)
1,-0.3909,-4.329,0.8
2,-0.3904,-2.655,0.8
3,-0.2705,0.851,10.1